# 1
Computed, not measured: a 9-piece molecular cluster, C23H62F6O22PS8 overall at a distorted geometry, with ωB97M-V/def2-TZVPD.

Last columns: bonded neighbours and bond lengths (Å).
Cartesian coordinates (Å):
1 P -0.049 -0.470 0.813  F2 1.672, F3 1.638, F4 1.684, F5 1.644, F6 1.646, F7 1.611
2 F -1.250 -1.606 1.064  P1 1.672
3 F 0.536 -1.283 -0.483  P1 1.638
4 F -1.174 0.302 -0.174  P1 1.684
5 F 1.083 0.674 0.480  P1 1.644
6 F -0.523 0.419 2.115  P1 1.646
7 F 1.015 -1.274 1.717  P1 1.611
8 O -6.683 -0.995 -2.187  S9 1.467
9 S -5.748 -1.736 -1.334  O8 1.467, O10 1.520, O11 1.702, C14 1.916
10 O -6.301 -2.542 -0.170  S9 1.520
11 O -4.912 -2.824 -2.341  S9 1.702, C12 1.473
12 C -4.560 -2.298 -3.672  O11 1.473, C13 1.509, H15 1.090, H16 1.090
13 C -3.142 -2.666 -4.032  C12 1.509, H17 1.090, H18 1.090, H19 1.090
14 C -4.234 -0.714 -0.757  S9 1.916, H20 1.090, H21 1.090, H22 1.090
15 H -4.676 -1.215 -3.713  C12 1.090
16 H -5.282 -2.644 -4.412  C12 1.090
17 H -3.016 -3.747 -4.085  C13 1.090
18 H -2.432 -2.316 -3.282  C13 1.090
19 H -2.898 -2.281 -5.022  C13 1.090
20 H -3.646 -1.360 -0.105  C14 1.090
21 H -4.576 0.104 -0.123  C14 1.090
22 H -3.568 -0.341 -1.535  C14 1.090
23 O -2.480 6.068 2.992  S24 1.509
24 S -1.764 5.268 1.932  O23 1.509, O25 1.474, O26 1.658, C29 1.818
25 O -1.543 5.796 0.573  S24 1.474
26 O -0.339 4.798 2.637  S24 1.658, C27 1.453
27 C 0.677 4.350 1.699  O26 1.453, C28 1.573, H30 1.090, H31 1.090
28 C 1.759 3.557 2.522  C27 1.573, H32 1.090, H33 1.090, H34 1.090
29 C -2.509 3.613 1.816  S24 1.818, H35 1.090, H36 1.090, H37 1.090
30 H 1.098 5.219 1.193  C27 1.090
31 H 0.168 3.728 0.964  C27 1.090
32 H 1.097 2.886 3.069  C28 1.090
33 H 2.439 4.118 3.163  C28 1.090
34 H 2.407 2.951 1.889  C28 1.090
35 H -3.111 3.649 0.908  C29 1.090
36 H -3.263 3.395 2.572  C29 1.090
37 H -1.766 2.831 1.661  C29 1.090
38 O 3.546 1.945 -5.041  S39 1.465
39 S 2.855 0.767 -5.571  O38 1.465, O40 1.443, O41 1.706, C44 1.840
40 O 3.185 -0.575 -5.157  S39 1.443
41 O 1.189 1.064 -5.362  S39 1.706, C42 1.395
42 C 0.397 0.011 -4.902  O41 1.395, C43 1.615, H45 1.090, H46 1.090
43 C 0.637 -0.202 -3.319  C42 1.615, H47 1.090, H48 1.090, H49 1.090
44 C 2.865 0.813 -7.411  S39 1.840, H50 1.090, H51 1.090, H52 1.090
45 H 0.687 -0.906 -5.414  C42 1.090
46 H -0.599 0.311 -5.227  C42 1.090
47 H -0.230 -0.737 -2.932  C43 1.090
48 H 0.706 0.691 -2.697  C43 1.090
49 H 1.579 -0.702 -3.093  C43 1.090
50 H 3.827 0.505 -7.821  C44 1.090
51 H 2.587 1.831 -7.684  C44 1.090
52 H 2.139 0.079 -7.760  C44 1.090
53 O 0.587 -0.505 7.420  S54 1.472
54 S 1.699 -0.221 6.498  O53 1.472, O55 1.507, O56 1.695, C59 1.871
55 O 2.933 0.548 6.893  S54 1.507
56 O 2.309 -1.649 5.820  S54 1.695, C57 1.350
57 C 1.637 -2.776 6.139  O56 1.350, C58 1.503, H60 1.090, H61 1.090
58 C 1.797 -3.842 5.090  C57 1.503, H62 1.090, H63 1.090, H64 1.090
59 C 1.009 0.483 4.908  S54 1.871, H65 1.090, H66 1.090, H67 1.090
60 H 0.563 -2.594 6.110  C57 1.090
61 H 1.936 -3.191 7.102  C57 1.090
62 H 1.163 -3.506 4.270  C58 1.090
63 H 1.413 -4.818 5.385  C58 1.090
64 H 2.826 -3.916 4.738  C58 1.090
65 H 1.796 0.989 4.348  C59 1.090
66 H 0.248 1.216 5.174  C59 1.090
67 H 0.519 -0.357 4.414  C59 1.090
68 O 4.225 -6.276 -1.047  S69 1.487
69 S 3.142 -5.302 -1.339  O68 1.487, O70 1.448, O71 1.698, C74 1.922
70 O 2.957 -4.642 -2.614  S69 1.448
71 O 1.667 -6.016 -0.891  S69 1.698, C72 1.402
72 C 0.564 -5.566 -1.628  O71 1.402, C73 1.483, H75 1.090, H76 1.090
73 C -0.584 -6.212 -0.947  C72 1.483, H77 1.090, H78 1.090, H79 1.090
74 C 3.327 -3.943 0.008  S69 1.922, H80 1.090, H81 1.090, H82 1.090
75 H 0.653 -6.002 -2.623  C72 1.090
76 H 0.653 -4.480 -1.591  C72 1.090
77 H -0.472 -7.296 -0.922  C73 1.090
78 H -1.533 -5.953 -1.417  C73 1.090
79 H -0.570 -5.814 0.067  C73 1.090
80 H 2.842 -4.122 0.967  C74 1.090
81 H 2.964 -3.041 -0.485  C74 1.090
82 H 4.353 -3.760 0.328  C74 1.090
83 O 6.850 0.355 -0.932  S84 1.487
84 S 5.533 -0.274 -0.648  O83 1.487, O85 1.482, O86 1.675, C89 1.824
85 O 5.205 -1.636 -1.131  S84 1.482
86 O 5.289 -0.246 1.009  S84 1.675, C87 1.379
87 C 4.036 -0.569 1.486  O86 1.379, C88 1.517, H90 1.090, H91 1.090
88 C 4.164 -0.819 2.976  C87 1.517, H92 1.090, H93 1.090, H94 1.090
89 C 4.267 0.877 -1.282  S84 1.824, H95 1.090, H96 1.090, H97 1.090
90 H 3.609 -1.434 0.979  C87 1.090
91 H 3.425 0.331 1.416  C87 1.090
92 H 3.204 -1.075 3.423  C88 1.090
93 H 4.379 0.056 3.588  C88 1.090
94 H 4.859 -1.637 3.167  C88 1.090
95 H 4.579 1.886 -1.014  C89 1.090
96 H 3.275 0.561 -0.957  C89 1.090
97 H 4.245 0.924 -2.371  C89 1.090
98 O -3.826 2.340 -4.015  S99 1.491
99 S -2.550 3.055 -3.726  O98 1.491, O100 1.470, O101 1.613, C104 1.771
100 O -1.426 3.148 -4.669  S99 1.470
101 O -2.963 4.544 -3.265  S99 1.613, C102 1.428
102 C -1.994 5.590 -3.340  O101 1.428, C103 1.475, H105 1.090, H106 1.090
103 C -2.588 6.857 -2.874  C102 1.475, H107 1.090, H108 1.090, H109 1.090
104 C -1.886 2.465 -2.194  S99 1.771, H110 1.090, H111 1.090, H112 1.090
105 H -1.571 5.669 -4.342  C102 1.090
106 H -1.171 5.334 -2.673  C102 1.090
107 H -1.860 7.667 -2.927  C103 1.090
108 H -2.792 6.673 -1.819  C103 1.090
109 H -3.510 7.060 -3.420  C103 1.090
110 H -1.657 1.409 -2.341  C104 1.090
111 H -2.625 2.682 -1.423  C104 1.090
112 H -0.955 3.021 -2.090  C104 1.090
113 C -3.576 -0.237 3.414  S114 1.858, H117 1.090, H118 1.090, H119 1.090
114 S -4.320 0.274 5.038  C113 1.858, O115 1.549, C116 1.852
115 O -4.905 -1.045 5.602  S114 1.549
116 C -2.649 0.725 5.700  S114 1.852, H120 1.090, H121 1.090, H122 1.090
117 H -4.178 -0.006 2.535  C113 1.090
118 H -3.094 -1.213 3.471  C113 1.090
119 H -2.654 0.314 3.229  C113 1.090
120 H -1.935 -0.093 5.596  C116 1.090
121 H -2.769 1.222 6.662  C116 1.090
122 H -2.289 1.500 5.024  C116 1.090

Output
Lowest unoccupied orbital energy (alpha / beta) ... -2.407 / -6.863 eV
Spin multiplicity ... 2
Calculated total energy ... -182171.3500 eV
HOMO level (alpha / beta) ... -10.50 / -10.50 eV
Net charge ... 0
<S²> ... 0.757

# 2
Computed, not measured: a 9-piece molecular cluster, C23H62N2O9 overall at a distorted geometry, with ωB97M-V/def2-TZVPD.

Last columns: bonded neighbours and bond lengths (Å).
Cartesian coordinates (Å):
1 C 1.007 -3.417 -5.248  O2 1.390, H3 1.090, H4 1.090, H5 1.090
2 O 0.864 -2.809 -4.007  C1 1.390, H6 0.960
3 H 0.300 -3.048 -5.991  C1 1.090
4 H 2.023 -3.445 -5.642  C1 1.090
5 H 1.010 -4.497 -5.099  C1 1.090
6 H 0.830 -1.856 -4.119  O2 0.960
7 C -2.753 5.509 3.562  O8 1.441, H9 1.090, H10 1.090, H11 1.090
8 O -3.436 6.383 2.642  C7 1.441, H12 0.960
9 H -1.668 5.539 3.459  C7 1.090
10 H -3.102 5.824 4.545  C7 1.090
11 H -2.892 4.478 3.238  C7 1.090
12 H -3.282 7.277 2.957  O8 0.960
13 C 0.834 0.798 5.662  O14 1.383, H15 1.090, H16 1.090, H17 1.090
14 O 1.079 -0.163 4.698  C13 1.383, H18 0.960
15 H 0.990 1.774 5.202  C13 1.090
16 H -0.214 0.703 5.948  C13 1.090
17 H 1.609 0.668 6.417  C13 1.090
18 H 0.373 -0.085 4.053  O14 0.960
19 C -4.045 5.344 -3.020  O20 1.363, H21 1.090, H22 1.090, H23 1.090
20 O -3.212 4.796 -2.090  C19 1.363, H24 0.960
21 H -5.077 5.272 -2.677  C19 1.090
22 H -3.909 6.414 -3.177  C19 1.090
23 H -3.985 4.869 -3.999  C19 1.090
24 H -3.283 5.366 -1.321  O20 0.960
25 C -8.154 0.211 -0.758  O26 1.465, H27 1.090, H28 1.090, H29 1.090
26 O -7.259 0.534 -1.872  C25 1.465, H30 0.960
27 H -7.572 0.192 0.164  C25 1.090
28 H -8.895 0.985 -0.559  C25 1.090
29 H -8.591 -0.788 -0.782  C25 1.090
30 H -6.902 -0.327 -2.103  O26 0.960
31 O -0.443 1.867 -4.049  H32 0.957, H33 0.957
32 H -0.882 2.013 -4.887  O31 0.957
33 H -0.780 2.558 -3.479  O31 0.957
34 O -1.510 -0.446 0.565  H35 0.957, H36 0.957
35 H -2.273 0.053 0.273  O34 0.957
36 H -1.339 -1.062 -0.147  O34 0.957
37 C 4.341 3.894 0.308  C38 1.603, H48 1.090, H49 1.090, H50 1.090
38 C 4.956 5.351 0.047  C37 1.603, C39 1.555, N43 1.478, C47 1.527
39 C 4.955 5.482 -1.502  C38 1.555, C40 1.561, H51 1.090, H52 1.090
40 C 5.137 6.946 -2.016  C39 1.561, C41 1.515, H53 1.090, H54 1.090
41 C 4.225 7.859 -1.223  C40 1.515, C42 1.551, H55 1.090, H56 1.090
42 C 4.196 7.777 0.325  C41 1.551, N43 1.438, C45 1.546, C46 1.591
43 N 4.134 6.391 0.702  C38 1.478, C42 1.438, O44 1.403
44 O 3.918 6.152 2.068  N43 1.403, H66 0.960
45 C 5.329 8.592 0.989  C42 1.546, H57 1.090, H58 1.090, H59 1.090
46 C 2.801 8.484 0.619  C42 1.591, H60 1.090, H61 1.090, H62 1.090
47 C 6.386 5.316 0.582  C38 1.527, H63 1.090, H64 1.090, H65 1.090
48 H 3.297 3.911 -0.005  C37 1.090
49 H 4.291 3.658 1.371  C37 1.090
50 H 4.812 3.032 -0.166  C37 1.090
51 H 5.802 4.935 -1.915  C39 1.090
52 H 4.071 5.025 -1.947  C39 1.090
53 H 5.014 7.114 -3.086  C40 1.090
54 H 6.119 7.299 -1.702  C40 1.090
55 H 3.256 7.673 -1.686  C41 1.090
56 H 4.639 8.814 -1.545  C41 1.090
57 H 5.047 9.639 1.102  C45 1.090
58 H 5.540 8.307 2.020  C45 1.090
59 H 6.288 8.661 0.476  C45 1.090
60 H 2.743 8.773 1.669  C46 1.090
61 H 2.797 9.395 0.021  C46 1.090
62 H 2.008 7.757 0.445  C46 1.090
63 H 6.415 5.193 1.664  C47 1.090
64 H 6.819 6.302 0.413  C47 1.090
65 H 7.017 4.585 0.077  C47 1.090
66 H 2.968 6.031 2.127  O44 0.960
67 C -2.945 -6.584 1.934  C68 1.538, H78 1.090, H79 1.090, H80 1.090
68 C -1.950 -7.597 1.344  C67 1.538, C69 1.566, N73 1.465, C77 1.553
69 C -1.999 -8.903 2.207  C68 1.566, C70 1.531, H81 1.090, H82 1.090
70 C -1.488 -10.202 1.576  C69 1.531, C71 1.603, H83 1.090, H84 1.090
71 C -2.264 -10.407 0.188  C70 1.603, C72 1.568, H85 1.090, H86 1.090
72 C -1.987 -9.193 -0.764  C71 1.568, N73 1.511, C75 1.569, C76 1.498
73 N -2.356 -7.928 -0.024  C68 1.465, C72 1.511, O74 1.389
74 O -2.332 -6.829 -0.872  N73 1.389, H96 0.960
75 C -0.514 -9.335 -1.286  C72 1.569, H87 1.090, H88 1.090, H89 1.090
76 C -2.993 -9.283 -1.869  C72 1.498, H90 1.090, H91 1.090, H92 1.090
77 C -0.523 -6.984 1.355  C68 1.553, H93 1.090, H94 1.090, H95 1.090
78 H -3.194 -6.798 2.973  C67 1.090
79 H -3.806 -6.449 1.279  C67 1.090
80 H -2.558 -5.573 1.806  C67 1.090
81 H -1.396 -8.712 3.094  C69 1.090
82 H -3.060 -9.081 2.381  C69 1.090
83 H -1.681 -11.008 2.283  C70 1.090
84 H -0.425 -10.076 1.371  C70 1.090
85 H -3.338 -10.580 0.266  C71 1.090
86 H -1.925 -11.324 -0.295  C71 1.090
87 H -0.355 -10.348 -1.655  C75 1.090
88 H -0.331 -8.579 -2.051  C75 1.090
89 H 0.332 -9.212 -0.610  C75 1.090
90 H -3.009 -10.302 -2.258  C76 1.090
91 H -3.982 -9.039 -1.480  C76 1.090
92 H -2.841 -8.621 -2.721  C76 1.090
93 H -0.454 -5.997 0.899  C77 1.090
94 H 0.252 -7.594 0.892  C77 1.090
95 H -0.258 -6.688 2.370  C77 1.090
96 H -1.399 -6.609 -0.924  O74 0.960

Output
Lowest unoccupied orbital energy ... 0.116 eV
Spin multiplicity ... 1
Calculated total energy ... -46256.9318 eV
HOMO level ... -8.15 eV
Net charge ... 0
ΔE to the lowest compared entry with this formula, charge and spin ... 88.5 kcal/mol